1.
The following is a quantum chemistry calculation of a 7-piece molecular cluster, C45H83Cl3N6O4 overall, from OMol25.

Output
DFT total energy   -3774.108127 a.u.
Expectation value of S²   6.017
LUMO energy (alpha / beta)   0.4 / 0.0 eV
Orbital gap (alpha / beta)   8.59 / 8.23 eV
F_max   3.6 eV/A
Multiplicity   5

CARTESIAN COORDINATES (ANGSTROEM)
C1 0.2840 0.1567 0.9275
Cl1 1.4549 0.9357 2.0094
Cl2 0.7195 0.5060 -0.7465
Cl3 -1.3563 0.7613 1.1480
H1 0.4212 -0.8782 1.2228
C2 0.0318 -0.2799 7.0450
C3 -0.2595 1.0120 6.2614
C4 -1.5160 1.5892 6.9491
C5 -1.2847 2.1702 8.3561
C6 -0.1666 3.2358 8.2368
C7 1.1044 2.7529 7.5124
N1 0.7837 2.0099 6.2947
O1 1.8927 1.7078 5.6269
C8 1.8035 4.0873 7.1389
C9 2.0039 2.1028 8.5871
C10 -0.7407 0.6197 4.8242
H2 0.2750 -1.1384 6.4148
H3 -0.9045 -0.5868 7.5137
H4 0.7976 -0.2735 7.8198
H5 -1.8237 2.5099 6.4356
H6 -2.4130 0.9739 7.0064
H7 -0.9877 1.2802 8.9200
H8 -2.1313 2.6395 8.8542
H9 0.0256 3.5330 9.2690
H10 -0.5113 4.1311 7.7148
H11 1.2992 4.5748 6.2943
H12 1.7496 4.9574 7.7937
H13 2.8062 3.9219 6.7452
H14 2.5129 2.8613 9.1826
H15 1.5147 1.4879 9.3448
H16 2.8003 1.5230 8.1165
H17 -0.9977 1.5940 4.4060
H18 -1.6286 -0.0065 4.7642
H19 0.0999 0.1086 4.3601
C11 -2.1025 -1.9141 -6.8082
C12 -1.3652 -2.5945 -5.6916
C13 0.0420 -1.9931 -5.6312
C14 0.8391 -2.3147 -4.3290
C15 -0.0277 -1.9795 -3.1159
C16 -1.4685 -2.6017 -3.1417
N2 -2.0866 -2.3691 -4.4392
O2 -3.3807 -2.5962 -4.4507
C17 -1.3686 -4.0742 -2.7643
C18 -2.2162 -1.8813 -2.0055
C19 -1.1909 -4.0994 -6.0223
H20 -3.0398 -2.4559 -6.9349
H21 -1.4734 -2.1146 -7.6766
H22 -2.2687 -0.8524 -6.6431
H23 0.6337 -2.3454 -6.4799
H24 0.0096 -0.9150 -5.8147
H25 1.8386 -1.8825 -4.3593
H26 1.0476 -3.3861 -4.2481
H27 -0.0748 -0.9011 -2.9779
H28 0.4701 -2.4939 -2.2911
H29 -2.2792 -4.6129 -3.0555
H30 -0.7447 -4.7163 -3.3930
H31 -1.1867 -4.3378 -1.7245
H32 -3.1062 -2.4467 -1.7215
H33 -1.5776 -1.5708 -1.1817
H34 -2.7060 -0.9700 -2.3627
H35 -2.1439 -4.6066 -5.8556
H36 -0.4448 -4.5905 -5.4039
H37 -0.9811 -4.1775 -7.0883
C20 -6.4089 1.6750 1.4591
C21 -6.0124 0.6675 0.3870
C22 -6.5547 -0.6415 0.9814
C23 -6.5328 -1.8144 0.0109
C24 -7.4680 -1.5268 -1.1197
C25 -7.0982 -0.1947 -1.8107
N3 -6.7921 0.9211 -0.8543
O3 -6.4457 2.0587 -1.4768
C26 -5.9281 -0.4832 -2.7667
C27 -8.3436 0.1549 -2.6120
C28 -4.4720 0.4854 0.2287
H38 -5.7532 2.5324 1.2666
H39 -6.1149 1.4093 2.4748
H40 -7.4345 2.0353 1.4566
H41 -6.1117 -0.9043 1.9415
H42 -7.6262 -0.5389 1.1869
H43 -6.8122 -2.7292 0.5404
H44 -5.5338 -2.0455 -0.3702
H45 -8.4915 -1.6395 -0.7465
H46 -7.5151 -2.3261 -1.8633
H47 -6.2874 -1.3014 -3.3918
H48 -5.7692 0.3192 -3.4923
H49 -4.9274 -0.6760 -2.3850
H50 -8.4818 -0.2881 -3.6056
H51 -9.2993 -0.0308 -2.1292
H52 -8.1344 1.1373 -3.0502
H53 -4.1224 -0.5394 0.1088
H54 -3.9331 0.8465 1.1067
H55 -4.0303 1.0756 -0.5772
C29 4.6661 -0.8417 0.0891
C30 4.8480 -1.1027 -1.4040
C31 4.7764 0.2103 -2.1927
C32 6.1552 0.9567 -2.3155
C33 7.2225 0.0320 -2.8019
C34 7.2985 -1.1950 -1.8474
N4 6.0316 -1.9070 -1.8036
O4 6.0602 -3.1413 -1.3557
C35 8.3826 -2.0550 -2.5342
C36 7.9807 -0.7962 -0.5150
C37 3.5682 -1.7792 -1.9422
H56 5.0476 -1.5795 0.7956
H57 3.6038 -0.8793 0.3377
H58 5.0650 0.1504 0.3038
H59 4.5377 0.1207 -3.2529
H60 4.1338 0.9414 -1.7027
H61 6.4509 1.4719 -1.3983
H62 6.0239 1.7762 -3.0290
H63 8.1863 0.5388 -2.7779
H64 6.9707 -0.2947 -3.8132
H65 8.8509 -2.7523 -1.8369
H66 7.8945 -2.6724 -3.2917
H67 9.2242 -1.5489 -3.0054
H68 8.8959 -0.2747 -0.7938
H69 7.3857 -0.0767 0.0501
H70 8.1815 -1.6900 0.0721
H71 3.7919 -2.1218 -2.9591
H72 2.6204 -1.2490 -2.0255
H73 3.2808 -2.7524 -1.5298
N5 5.2897 3.1399 0.8466
C38 6.5930 2.8200 0.9757
C39 6.7709 2.1665 2.1901
C40 5.4274 1.9520 2.6517
C41 4.5244 2.5356 1.8095
H74 4.8289 3.6101 0.0854
H75 7.2672 3.3504 0.3199
H76 7.6605 1.9778 2.7656
H77 5.0976 1.4862 3.5692
H78 3.4766 2.7727 1.8646
N6 -3.0692 2.2893 -4.0164
C42 -1.9260 1.6657 -4.4366
C43 -0.9736 1.7954 -3.4484
C44 -1.6122 2.4281 -2.3731
C45 -2.8484 2.8557 -2.7591
H79 -3.8546 2.4067 -4.6321
H80 -1.9779 1.1797 -5.3981
H81 0.0280 1.4185 -3.3192
H82 -1.1187 2.6853 -1.4487
H83 -3.5899 3.5509 -2.4020

Forces on the atoms, in the same order (eV/Å):
C 0.551 0.695 0.243
Cl -0.124 0.254 0.095
Cl 0.301 -0.431 0.101
Cl 0.171 -0.364 0.381
H -0.637 -0.190 -0.664
C 0.205 -1.049 0.081
C -2.924 -1.721 0.823
C -0.937 2.830 0.603
C 1.439 -0.562 -0.817
C -0.967 -0.943 0.392
C -0.365 2.626 2.377
N 3.149 -0.855 -0.879
O -1.995 0.338 0.566
C 0.006 0.301 -2.171
C 0.606 -0.806 -0.320
C 1.238 1.171 0.851
H 0.272 0.268 -0.318
H 0.075 -0.002 0.187
H 0.006 0.475 -0.031
H -0.100 -0.295 -0.752
H 0.408 -0.624 -0.536
H 0.286 0.466 0.730
H -0.345 -0.284 -0.350
H 0.646 0.235 -0.160
H -0.476 -0.150 -0.031
H -0.263 -0.607 -0.352
H 0.276 -0.803 1.080
H 0.169 0.022 0.426
H -0.150 0.329 -0.285
H -0.376 -0.223 -0.393
H -0.047 -0.115 -0.010
H 0.217 -0.258 -0.799
H 0.051 -0.079 0.618
H -0.143 0.287 -0.512
C -0.304 -0.964 -0.412
C 1.329 -0.171 0.033
C 1.222 0.175 0.612
C -1.273 -0.501 -0.823
C 0.435 -0.571 -0.447
C 2.039 0.896 1.392
N -2.117 -0.776 0.643
O 1.650 0.419 -0.263
C -0.943 -1.929 -1.337
C -1.484 0.454 -0.965
C -1.120 0.273 0.185
H -0.189 0.393 -0.211
H -0.239 0.475 -0.290
H 0.027 -0.033 -0.003
H -0.245 -0.297 -0.120
H -0.189 0.148 0.451
H -0.212 0.499 0.241
H -0.100 -0.126 -0.391
H -0.148 -0.050 0.183
H -0.104 0.611 0.494
H -0.640 0.573 0.510
H 0.955 0.654 0.194
H 0.156 0.574 0.083
H 0.352 -0.363 0.511
H 0.051 -0.482 0.098
H 0.518 0.251 -0.293
H -0.021 -0.047 0.008
H 0.182 0.081 -0.248
H 0.333 -0.162 0.088
C 1.674 2.037 -0.430
C -0.739 -1.981 1.445
C -0.813 -1.096 -0.686
C 0.801 -0.918 0.464
C -0.101 -0.391 0.303
C -0.849 -1.380 -0.250
N 1.746 1.932 -1.589
O -0.934 -2.298 1.414
C -0.300 0.468 -1.005
C 0.423 1.233 -1.849
C 0.100 0.928 -0.192
H -0.427 0.456 0.051
H -0.146 -0.640 -0.126
H -0.087 -0.361 -0.271
H 0.424 0.263 -0.117
H -0.010 0.449 0.218
H -0.197 0.016 0.010
H 0.120 0.249 -0.003
H -0.117 1.036 0.222
H 0.676 0.138 -0.257
H 0.440 -0.296 0.136
H -0.217 0.357 0.267
H -0.292 -0.302 0.523
H 0.643 -1.223 0.355
H 0.137 0.713 0.431
H -0.819 0.678 0.938
H -0.407 -0.109 -0.175
H -0.492 0.057 0.307
H -0.328 0.013 -0.230
C 0.109 0.177 0.411
C -2.502 -0.138 -0.976
C 2.747 1.772 -0.045
C -0.964 0.720 0.144
C -0.757 -0.310 1.044
C 3.201 0.549 -1.565
N -0.265 -0.915 1.733
O -0.069 1.731 -0.737
C -0.467 -1.727 -0.008
C -1.282 0.419 -0.173
C 0.097 -2.480 -1.142
H 0.656 -0.091 -0.432
H -0.106 0.510 -0.285
H -0.028 -0.097 0.519
H -0.704 -0.630 0.195
H -0.541 -0.428 -0.057
H -0.020 -0.334 0.243
H -0.118 0.005 -0.072
H 0.083 -0.174 -0.243
H 0.242 -0.142 -0.050
H -0.218 -0.105 0.077
H 0.143 0.000 -0.140
H -0.360 0.644 0.089
H 0.173 -0.242 0.129
H -0.007 -0.159 0.233
H 0.054 0.109 0.106
H 0.053 0.369 -0.222
H 0.482 0.813 0.426
H 0.380 0.146 0.820
N -1.712 -0.478 -0.779
C 1.141 1.119 0.752
C -1.673 0.115 -0.712
C -0.183 -0.381 1.161
C 1.134 0.798 -0.006
H 0.539 0.029 -0.230
H 0.341 -0.394 0.052
H 0.145 -0.252 -0.390
H 0.334 -0.124 0.054
H -0.016 -0.372 0.099
N 0.857 0.437 0.447
C -0.077 -0.063 -0.177
C -0.461 -0.917 0.047
C 0.262 1.554 0.776
C -0.937 -0.718 -1.372
H -0.139 0.168 0.325
H 0.460 -0.061 0.040
H -0.022 -0.201 -0.687
H -0.125 0.052 0.033
H 0.066 -0.270 0.545

=====

2.
The following is a quantum chemistry calculation of the molecule C4H10N4O, from OMol25.

Output
DFT total energy   -452.553891 a.u.
Energy relative to the best compared isomer or geometry (same formula, charge and spin)   90.3 kcal per mole
LUMO energy   0.7 eV
Orbital gap   7.85 eV
F_max   3.2 eV/A
SMILES   [H]/N=C(/N)N(N)/C(C)=C/O
Multiplicity   1

CARTESIAN COORDINATES (ANGSTROEM)
H1 -0.9025 0.4019 -2.5186
N1 -1.6538 0.6485 -1.8724
C1 -1.2087 0.6002 -0.6631
N2 -1.9668 1.1707 0.3585
N3 0.3119 0.7247 -0.3544
N4 1.1732 1.3070 -1.2965
C2 0.6593 -0.3870 0.3130
C3 1.8652 -0.4737 1.1883
C4 -0.3939 -1.3072 0.1984
O1 -0.6877 -2.1202 1.2896
H2 -2.8883 1.4013 0.0088
H3 -1.9950 0.6117 1.2005
H4 2.1399 1.2561 -0.9864
H5 0.9019 2.2811 -1.4086
H6 2.5355 -1.2733 0.8550
H7 2.4406 0.4554 1.2370
H8 1.5620 -0.7138 2.2095
H9 -0.5979 -1.7671 -0.7636
H10 -1.2947 -2.8162 1.0052

Forces on the atoms, in the same order (eV/Å):
H -0.101 0.178 0.008
N 0.507 -0.558 0.827
C 1.505 2.011 -1.942
N -0.052 -0.393 0.413
N -1.883 -0.151 -0.251
N -0.072 0.343 -0.823
C -1.050 -1.545 0.545
C 0.228 -0.022 0.187
C 1.531 -0.216 0.814
O 0.063 -0.288 -0.088
H 0.050 -0.223 0.050
H -0.061 0.130 0.026
H -0.245 -0.116 0.134
H 0.151 -0.094 0.167
H -0.110 0.080 0.043
H -0.190 -0.004 -0.091
H -0.011 -0.035 -0.033
H -0.478 0.703 -0.081
H 0.219 0.201 0.096